# C11H21N7O7P2PtS

A molecular structure, C11H21N7O7P2PtS at a distorted geometry (ωB97M-V with the def2-TZVPD basis set, the Open Molecules 2025 dataset).

As for the charge: +2. As for the energy relative to the best compared isomer or geometry (same formula, charge and spin): 23.5 kcal/mol. Its expectation value of S² is 6.022. The spin multiplicity is 5. The gap between HOMO and LUMO (alpha / beta) comes out at 8.22 / 5.87 eV. The calculation puts the LUMO energy (alpha / beta) at -6.59 / -8.80 eV.

The geometry in XYZ format:
```
50
Properties=species:S:1:pos:R:3:mulliken_spin:R:1
Pt 0.22 0.44 -0.35 1.755
N 0.79 0.74 -4.92 -0.004
C 0.62 0.93 -3.62 -0.053
S 1.35 -0.25 -2.52 1.106
N 0.01 1.99 -3.19 0.194
N -0.21 2.13 -1.90 0.154
C -0.69 3.21 -1.43 0.036
C -0.98 3.28 -0.01 0.018
C -1.49 4.42 0.59 0.015
C -1.75 4.40 1.96 -0.009
C -1.51 3.24 2.67 0.014
C -1.00 2.13 1.99 -0.028
N -0.74 2.16 0.69 0.161
H 1.25 -0.09 -5.26 0.000
H 0.42 1.40 -5.58 -0.002
H -0.90 4.06 -2.08 0.001
H -1.68 5.31 0.00 0.001
H -2.13 5.28 2.45 0.000
H -1.71 3.18 3.73 0.001
H -0.80 1.21 2.51 0.008
N -2.41 -3.24 0.46 0.000
C -1.18 -3.00 -0.38 0.007
C -0.69 -4.31 -0.98 0.004
P -1.60 -1.76 -1.68 0.024
O -3.01 -2.40 -2.07 0.023
O -0.66 -1.83 -2.85 0.143
O -1.82 -0.41 -1.02 0.112
P 0.12 -2.34 0.77 -0.015
O -0.75 -1.17 1.55 0.034
O 0.50 -3.36 1.74 0.023
O 1.13 -1.58 -0.07 0.158
H -3.10 -3.79 -0.07 0.000
H -2.83 -2.34 0.72 0.000
H -2.15 -3.75 1.31 0.000
H -1.49 -4.81 -1.55 0.000
H -0.31 -4.98 -0.21 -0.001
H 0.12 -4.10 -1.68 0.001
H -3.38 -2.11 -2.92 -0.002
H -0.63 -1.29 2.51 0.003
C 2.68 0.41 3.48 -0.001
N 3.42 0.08 2.27 0.014
C 3.05 0.47 1.05 0.025
N 3.88 0.18 0.03 0.004
O 1.98 1.12 0.87 0.082
H 3.21 1.14 4.08 0.000
H 2.53 -0.50 4.08 0.000
H 1.71 0.82 3.19 0.000
H 4.31 -0.37 2.39 0.000
H 4.72 -0.35 0.15 -0.001
H 3.60 0.40 -0.91 -0.003
```

=====

# C11H21O4S2

3 unconnected molecules or ions with the total composition C11H21O4S2 at a distorted geometry (ωB97M-V with the def2-TZVPD basis set, the Open Molecules 2025 dataset).

As for the charge: -1. The gap between HOMO and LUMO comes out at 3.43 eV. The calculation puts the LUMO energy at 2.56 eV.

The geometry in XYZ format:
```
38
Properties=species:S:1:pos:R:3:lowdin_charge:R:1
C -1.66 -0.82 0.58 -0.090
C -0.68 0.14 0.77 -0.386
C -1.03 1.55 1.10 -0.236
H -1.71 -1.70 1.24 -0.008
H -2.42 -0.69 -0.17 0.009
H 0.36 -0.16 0.62 0.018
H -1.48 1.60 2.10 -0.079
H -1.64 2.08 0.37 -0.073
C -1.23 4.86 -3.12 -0.231
C 0.05 4.02 -3.03 -0.220
C -0.36 2.62 -2.56 -0.216
S -2.04 2.37 -3.13 0.644
O -2.91 2.28 -2.00 -0.316
O -2.06 1.38 -4.18 -0.343
C -2.26 4.00 -3.86 -0.243
H -1.07 5.81 -3.64 0.105
H -1.59 5.09 -2.12 0.119
H 0.52 3.97 -4.02 0.109
H 0.77 4.47 -2.35 0.108
H 0.27 1.84 -2.98 0.103
H -0.37 2.54 -1.47 0.075
H -3.29 4.32 -3.71 0.100
H -2.03 3.92 -4.92 0.098
C 2.74 -3.64 3.65 -0.229
C 1.30 -4.16 3.79 -0.220
C 0.49 -3.58 2.63 -0.220
S 1.66 -3.31 1.29 0.650
O 1.75 -1.89 1.05 -0.309
O 1.40 -4.24 0.22 -0.331
C 3.12 -3.83 2.19 -0.238
H 3.43 -4.16 4.31 0.107
H 2.77 -2.58 3.91 0.120
H 1.31 -5.25 3.73 0.111
H 0.86 -3.88 4.75 0.110
H -0.28 -4.25 2.28 0.101
H 0.05 -2.61 2.87 0.102
H 3.97 -3.23 1.87 0.102
H 3.29 -4.88 1.95 0.100
```

=====

# C11H21P

C11H21P in the gas phase at a distorted geometry (ωB97M-V with the def2-TZVPD basis set, the Open Molecules 2025 dataset).

Its expectation value of S² is 2.016. The spin multiplicity is 3. The gap between HOMO and LUMO (alpha / beta) comes out at 4.53 / 7.45 eV. The calculation puts the LUMO energy (alpha / beta) at 0.91 / -1.52 eV.

The geometry in XYZ format:
```
33
Properties=species:S:1:pos:R:3:mulliken_spin:R:1
C 1.06 -2.18 0.26 0.137
C 1.89 -1.15 0.23 0.094
C 2.98 1.00 -1.27 1.228
C -0.40 -2.05 0.01 -0.004
C -1.00 -0.69 0.26 -0.083
C -0.42 0.46 -0.57 0.529
C -0.89 -2.53 -1.43 0.030
C -0.92 -0.27 1.79 0.015
C -2.58 1.78 -0.47 0.021
C 2.03 1.44 1.31 0.042
C -1.00 1.89 -0.36 0.076
P 1.71 0.60 -0.26 -0.103
H 1.30 -3.22 0.32 0.032
H 2.88 -1.24 0.61 0.005
H 3.13 2.00 -1.66 -0.038
H 2.79 0.50 -2.18 -0.007
H -0.83 -2.73 0.73 0.016
H -2.07 -0.61 0.02 0.064
H -0.32 0.22 -1.74 -0.034
H -1.47 -3.35 -1.36 -0.020
H -0.07 -2.73 -2.06 0.012
H -1.43 -1.67 -1.82 -0.005
H -1.90 -0.13 2.12 0.000
H -0.44 0.64 1.92 -0.003
H -0.44 -1.06 2.48 0.004
H -2.91 2.51 -1.20 -0.011
H -2.99 1.99 0.42 0.005
H -2.90 0.85 -0.85 0.012
H 3.10 1.71 1.44 -0.008
H 1.61 2.42 1.31 0.017
H 1.67 0.93 2.37 0.010
H -0.72 2.20 0.67 0.005
H -0.45 2.48 -1.04 -0.040
```

=====

# C11H22B3NO9S2

3 unconnected molecules or ions with the total composition C11H22B3NO9S2 at a distorted geometry (ωB97M-V with the def2-TZVPD basis set, the Open Molecules 2025 dataset).

Its SMILES is COCB1OBOB(OC#N)O1.O=S1(=O)CCCC1.O=S1(=O)CCCC1. The gap between HOMO and LUMO comes out at 9.45 eV. The calculation puts the LUMO energy at 0.35 eV.

The geometry in XYZ format:
```
48
Properties=species:S:1:pos:R:3:lowdin_charge:R:1
C -1.21 1.70 -1.03 -0.101
O -2.03 0.71 -0.35 -0.208
C -1.56 0.45 1.00 -0.119
B -0.05 -0.14 1.09 -0.376
O 0.35 -1.44 0.60 0.198
B 1.48 -1.19 -0.27 -0.205
O 2.61 -0.39 0.14 0.226
B 2.24 0.58 1.15 -0.525
O 3.30 1.49 1.62 0.144
C 3.28 1.31 3.04 -0.197
N 3.32 1.03 4.22 0.152
O 0.95 0.71 1.77 0.233
H -0.61 2.39 -0.34 0.114
H -1.94 2.38 -1.62 0.110
H -0.58 1.15 -1.83 0.069
H -2.26 -0.38 1.42 0.125
H -1.64 1.33 1.72 0.130
H 1.48 -1.62 -1.38 0.115
C 2.25 1.52 -6.45 -0.223
C 0.83 1.85 -6.90 -0.218
C -0.13 1.14 -5.95 -0.219
S 0.73 0.98 -4.39 0.687
O 0.96 -0.42 -4.13 -0.313
O 0.12 1.85 -3.42 -0.349
C 2.26 1.71 -4.94 -0.231
H 3.00 2.15 -6.94 0.118
H 2.49 0.47 -6.70 0.122
H 0.68 2.93 -6.84 0.119
H 0.66 1.55 -7.94 0.117
H -1.05 1.71 -5.80 0.107
H -0.37 0.13 -6.31 0.108
H 3.11 1.22 -4.45 0.111
H 2.24 2.77 -4.68 0.111
C -0.86 -2.99 4.46 -0.219
C -0.91 -2.59 5.94 -0.216
C -1.58 -1.21 6.02 -0.220
S -2.67 -1.10 4.61 0.684
O -2.18 -0.06 3.73 -0.319
O -4.05 -1.14 5.07 -0.320
C -2.25 -2.69 3.91 -0.226
H -0.60 -4.04 4.34 0.119
H -0.11 -2.38 3.94 0.118
H -1.51 -3.32 6.49 0.118
H 0.08 -2.57 6.39 0.117
H -2.16 -1.10 6.94 0.105
H -0.85 -0.41 5.95 0.109
H -2.27 -2.63 2.82 0.106
H -2.98 -3.41 4.26 0.111
```

=====

# C11H22BN3O5

C11H22BN3O5 in the gas phase at a distorted geometry (ωB97M-V with the def2-TZVPD basis set, the Open Molecules 2025 dataset).

As for the energy relative to the best compared isomer or geometry (same formula, charge and spin): 9.3 kcal/mol. Its SMILES is C[C@H](N)C(=O)N1C[C@H](CCCB(O)O)[C@](N)(C(=O)O)C1. The gap between HOMO and LUMO comes out at 9.10 eV. The calculation puts the LUMO energy at 0.30 eV.

The geometry in XYZ format:
```
42
Properties=species:S:1:pos:R:3:lowdin_charge:R:1
O 0.82 -2.76 1.66 0.076
O 1.45 2.62 -1.07 0.121
O -0.15 -2.44 -3.39 0.137
O -1.44 -0.88 -4.76 0.156
O -0.54 3.64 -0.70 0.088
B -1.23 -1.58 -3.58 -0.651
C 1.22 -1.64 1.83 -0.418
C 0.39 2.65 -0.50 -0.476
N 1.08 -0.68 0.79 0.001
N 2.97 -0.28 2.74 0.011
N -0.57 2.08 1.65 0.097
C -2.25 -1.43 -2.40 -0.089
C -2.52 0.04 -2.18 -0.213
C 0.02 -0.88 -0.18 -0.085
C -1.28 0.76 -1.68 -0.155
C 1.02 -0.72 4.14 -0.038
C 1.34 0.75 0.99 -0.083
C -0.81 0.44 -0.23 -0.150
C 1.97 -1.29 3.08 -0.354
C 0.10 1.52 0.49 -0.367
H 0.50 -2.53 -4.13 0.114
H -0.84 -1.12 -5.47 0.099
H -0.15 4.28 -1.34 0.141
H 3.51 -0.64 1.98 0.089
H 3.59 -0.09 3.52 0.091
H -0.08 2.94 1.88 0.092
H -1.47 2.36 1.30 0.072
H -3.10 -1.97 -2.80 0.114
H -1.92 -1.92 -1.50 0.094
H -3.36 0.16 -1.47 0.119
H -2.94 0.53 -3.07 0.119
H -0.60 -1.72 0.13 0.120
H 0.43 -1.13 -1.16 0.119
H -0.41 0.57 -2.33 0.128
H -1.49 1.86 -1.76 0.117
H 0.04 -1.24 4.16 0.091
H 0.84 0.36 4.04 0.073
H 1.47 -0.79 5.14 0.075
H 2.20 1.02 0.36 0.126
H 1.48 1.02 2.04 0.099
H -1.72 0.33 0.41 0.156
H 2.45 -2.22 3.39 0.142
```

=====

# C11H22BrCl2Cu3NO

A molecular structure, C11H22BrCl2Cu3NO at a distorted geometry (ωB97M-V with the def2-TZVPD basis set, the Open Molecules 2025 dataset).

As for the charge: +1. The gap between HOMO and LUMO comes out at 3.53 eV. The calculation puts the LUMO energy at -6.41 eV.

The geometry in XYZ format:
```
41
Properties=species:S:1:pos:R:3:lowdin_charge:R:1
Cu -2.80 0.70 0.76 0.414
Cu -0.39 3.56 0.16 0.440
Cu -3.85 3.91 0.51 0.571
C -0.21 0.21 -3.67 -0.026
C -0.75 -0.61 -2.46 -0.504
C -0.19 -2.07 -2.52 -0.132
C 1.31 -2.10 -2.05 -0.169
C 1.37 -1.57 -0.60 -0.137
C 0.81 -0.13 -0.46 -0.465
N -0.57 0.02 -1.13 -0.136
O -1.02 1.38 -0.98 -0.328
C 1.91 0.84 -0.98 -0.027
C 0.63 0.01 1.05 -0.073
C -2.24 -0.90 -2.65 -0.065
H 0.86 0.39 -3.60 0.064
H -0.78 1.13 -3.76 0.073
H -0.45 -0.24 -4.64 0.088
H -0.09 -2.29 -3.59 0.121
H -0.84 -2.63 -1.86 0.118
H 1.87 -1.50 -2.76 0.103
H 1.55 -3.16 -2.12 0.112
H 2.44 -1.60 -0.39 0.126
H 0.66 -2.24 -0.13 0.120
H 2.83 0.71 -0.43 0.088
H 1.62 1.87 -0.78 0.045
H 2.18 0.85 -2.04 0.074
H 0.16 0.96 1.32 -0.001
H 1.58 0.03 1.58 0.094
H -0.05 -0.69 1.54 0.073
H -2.78 -0.06 -3.09 0.076
H -2.85 -1.14 -1.78 0.066
H -2.43 -1.80 -3.23 0.085
Br -1.88 2.79 2.45 0.151
Cl 0.95 0.43 7.26 0.574
C 0.21 1.23 5.88 -0.669
C 0.41 0.40 4.59 -0.606
Cl -0.20 -1.35 4.66 0.477
H 0.60 2.24 5.77 0.076
H -0.85 1.29 6.14 0.063
H 1.44 0.33 4.27 0.066
H -0.18 0.81 3.77 -0.019
```